{"formula": "C6H17FO7P2S2", "method": "the ωB97M-V functional and the def2-TZVPD basis", "total_charge": -2, "multiplicity": 1, "homo_ev": -0.12, "total_energy_ev": -63795.894, "symbols": ["O", "C", "C", "C", "C", "P", "C", "C", "F", "P", "O", "O", "S", "H", "H", "H", "H", "H", "H", "H", "H", "H", "H", "H", "H", "H", "H", "H", "H", "H", "O", "S", "O", "O", "O"], "positions_angstrom": [[-2.066236, 0.767013, 2.947695], [-1.503503, 0.566450, 1.633911], [-1.095957, -0.887637, 1.499968], [-0.369363, -1.226570, 0.211527], [1.161103, -1.073695, 0.145418], [1.744734, 0.510800, -0.529689], [0.709618, 0.392838, -2.138830], [-0.457303, 1.369565, -2.269068], [-0.908429, 1.801823, -1.020206], [3.233891, 0.953208, 1.272775], [4.168473, 2.215409, 0.770705], [4.398687, -0.195540, 1.260367], [2.503342, 1.296720, 3.035933], [-2.029314, 1.704172, 3.128623], [-0.638034, 1.238513, 1.518263], [-2.242409, 0.784978, 0.853693], [-2.012124, -1.492995, 1.448530], [-0.537546, -1.198946, 2.397046], [-0.859775, -0.734225, -0.628057], [-0.580131, -2.280415, 0.012822], [1.645612, -1.304286, 1.100522], [1.531465, -1.780557, -0.610043], [1.247518, 1.790996, -0.219965], [2.952696, 0.464342, -1.280271], [0.355709, -0.635903, -2.260506], [1.404800, 0.598384, -2.965391], [-0.145634, 2.275230, -2.807480], [-1.305442, 0.922614, -2.791068], [3.732744, 3.021096, 1.064447], [4.440133, -0.611990, 0.395171], [-3.507624, -2.665539, 0.202933], [-3.709697, -1.852762, -1.035640], [-4.095940, -0.462781, -0.656820], [-4.752837, -2.474394, -1.888593], [-2.413228, -1.795915, -1.798722]], "atomic_forces_ev_per_a": [[0.1, -0.2, -0.1], [0.1, -0.1, -0.1], [-0.2, 0.0, 0.4], [0.0, -0.4, -0.1], [0.0, -0.1, 0.4], [-0.5, 0.1, -1.1], [0.2, 0.0, -0.1], [0.0, 0.1, -0.2], [0.0, 0.0, 0.0], [-0.1, -0.2, 0.2], [0.0, 0.1, -0.2], [0.1, 0.0, 0.3], [0.1, 0.0, 0.1], [-0.1, 0.2, 0.0], [0.0, -0.1, 0.0], [0.0, 0.0, 0.1], [0.0, 0.1, 0.1], [0.1, 0.1, -0.2], [-0.1, -0.1, 0.1], [0.0, 0.1, -0.1], [-0.1, 0.1, -0.1], [0.1, 0.1, 0.1], [0.1, 0.0, 0.2], [0.0, 0.1, 0.1], [0.0, 0.2, 0.0], [0.0, 0.0, 0.1], [0.0, -0.1, 0.1], [0.0, -0.1, 0.2], [0.1, 0.2, 0.1], [0.0, -0.1, -0.2], [0.2, 0.0, -0.1], [0.0, 0.0, -0.1], [0.1, 0.0, 0.0], [0.0, 0.0, 0.0], [0.1, 0.1, -0.1]]}